Molecular formula: C5H10O
Method: DFT, ωB97M-V/def2-TZVPD

## Properties
- ΔE to the lowest compared entry with this formula, charge and spin: 39.7 kcal per mole
- Gap between HOMO and LUMO: 0.3915 Ha
- HOMO level: -0.3598 Ha

Atoms and positions in Å:
C (1.81870, 0.02835, 0.20630)
C (0.97331, -0.25185, -0.78422)
C (0.01292, 0.73706, -1.38343)
C (-1.43235, 0.42700, -0.97697)
H (1.90107, 1.03484, 0.61360)
H (2.44226, -0.73435, 0.66306)
H (0.92226, -1.27346, -1.16411)
H (0.08956, 0.72976, -2.47877)
H (0.28121, 1.74795, -1.05253)
H (-1.51956, 0.36132, 0.11353)
H (-2.11786, 1.20939, -1.31651)
H (-1.77139, -0.52848, -1.39348)
C (-0.40018, -0.86966, 2.23321)
O (0.47379, -1.38767, 2.87949)
H (-1.06214, -1.44811, 1.55899)
H (-0.61161, 0.21791, 2.28183)

natural (NBO) atomic charge list, values in e, 8 entries: C -0.400; C -0.177; C -0.441; C -0.595; H 0.190; H 0.210; H 0.196; H 0.210

***

Molecular formula: C4H5N
Method: DFT, ωB97M-V/def2-TZVPD

## Properties
- ΔE to the lowest compared entry with this formula, charge and spin: 52.7 kcal per mole
- Gap between HOMO and LUMO: 0.3933 Ha
- HOMO level: -0.3552 Ha

Atoms and positions in Å:
C (-0.05869, -1.20855, -0.04987)
C (-1.16373, -0.48352, 0.02784)
C (0.81137, -0.06668, -0.10995)
C (-0.49656, 0.83019, -0.04975)
N (2.04246, 0.12239, 0.02861)
H (-0.00879, -2.23113, -0.00973)
H (-2.14665, -0.83343, 0.09989)
H (-0.58762, 1.43537, -0.85032)
H (-0.65789, 1.33017, 0.82045)
H (2.26610, 1.10519, 0.09283)

natural (NBO) atomic charge list, values in e, 8 entries: C -0.264; C -0.099; C 0.305; C -0.491; N -0.614; H 0.208; H 0.204; H 0.207

***

Molecular formula: C16H15F11NO7PS2
Method: DFT, ωB97M-V/def2-TZVPD

## Properties
- Gap between HOMO and LUMO: 0.2947 Ha
- HOMO level: -0.3520 Ha

Atoms and positions in Å:
O (0.70970, -2.82285, -4.22281)
C (-0.16666, -1.93445, -4.16796)
F (-1.35858, -2.14879, -4.90881)
C (0.09351, -0.62870, -3.24144)
C (-0.99582, -0.58077, -2.01958)
C (-0.09042, -0.53057, -0.67900)
C (-0.81869, 0.12403, 0.59486)
C (-0.31515, -0.49380, 2.01241)
F (0.86405, -1.27610, 1.88633)
F (0.10323, 0.67756, 2.76577)
C (-1.48002, -1.15735, 2.88284)
F (-2.71476, -0.43635, 2.84204)
F (-1.05597, -1.07116, 4.25772)
S (-1.85421, -2.95572, 2.55370)
F (-3.37874, -2.49097, 1.95741)
F (-1.29749, -2.92730, 0.98516)
F (-0.41721, -3.49697, 3.19173)
F (-2.58072, -3.04630, 4.07670)
F (-2.28459, -4.55158, 2.32231)
O (-1.42624, -1.99567, -2.01307)
C (-2.82532, -2.19754, -1.82921)
O (-3.40470, -3.29250, -1.74081)
C (-3.40977, -0.69315, -1.82788)
F (-4.48910, -0.80699, -2.80192)
C (-2.25224, 0.40911, -2.16576)
P (-2.47189, 1.45227, -3.72536)
O (-4.13415, 1.89502, -3.89875)
O (-2.04850, 0.66993, -5.17083)
S (-1.50471, 3.14180, -3.43893)
H (1.15962, -0.78500, -2.82413)
H (0.13026, 0.34087, -3.84229)
H (0.30787, -1.58809, -0.52020)
H (0.80185, 0.16283, -0.93213)
H (-1.95615, 0.05484, 0.52119)
H (-0.56912, 1.25334, 0.56675)
H (-3.73088, -0.57756, -0.71979)
H (-2.40340, 1.20188, -1.33643)
H (-4.62508, 1.66652, -3.07482)
H (-1.66406, 1.38431, -5.73389)
O (2.94513, 1.79628, -0.40389)
N (3.26016, 1.09818, 0.55231)
O (3.07668, -0.10872, 0.61592)
C (3.89351, 1.75393, 1.69797)
C (4.08635, 3.13448, 1.68039)
C (4.66652, 3.75590, 2.78106)
C (5.05288, 3.00072, 3.88470)
C (4.86701, 1.62118, 3.89181)
C (4.28507, 0.99132, 2.79681)
H (3.78971, 3.73421, 0.82686)
H (4.81521, 4.83069, 2.78055)
H (5.50045, 3.49017, 4.74458)
H (5.17278, 1.03740, 4.75365)
H (4.14282, -0.08383, 2.81616)

Löwdin atomic charge list, values in e, 8 entries: O 0.095; C -0.297; F 0.040; C 0.010; C -0.324; C -0.079; C -0.037; C -0.286

***

Molecular formula: C7H10BNO10PS3
Method: DFT, ωB97M-V/def2-TZVPD

## Properties
- Charge: -1
- Gap between HOMO and LUMO: 0.2277 Ha
- HOMO level: -0.2059 Ha

Atoms and positions in Å:
C (4.99018, 0.16165, 3.01993)
O (3.67541, 0.50012, 3.48612)
B (3.16187, 1.60253, 2.89995)
O (3.21746, 2.82050, 3.45410)
S (2.30578, 1.36064, 1.23163)
O (3.00336, 0.32735, 0.53195)
O (2.22040, 2.59745, 0.53105)
N (0.91032, 0.74757, 1.75720)
S (-0.37195, 1.64113, 1.53718)
O (-0.35147, 2.90400, 2.16749)
O (-0.88042, 1.65285, 0.20696)
P (-1.80417, 0.41010, 2.65002)
S (-2.32152, 1.20959, 4.34188)
H (5.31006, -0.69354, 3.59244)
H (5.67486, 0.99041, 3.15734)
H (4.96541, -0.13034, 1.97713)
H (2.80118, 2.75594, 4.34096)
H (-2.85786, 0.15859, 1.76198)
H (-1.18350, -0.82733, 2.84747)
C (-1.96547, -0.07708, -2.89223)
C (-1.21395, -0.73613, -3.78440)
C (-1.52847, -2.14271, -4.20918)
O (-0.80993, -2.66649, -5.04155)
C (-2.67283, -2.80756, -3.60629)
C (-3.42056, -2.15070, -2.71222)
C (-3.12120, -0.73243, -2.30555)
O (-3.87377, -0.21669, -1.50148)
O (-4.47809, -2.68203, -2.11598)
O (-0.14506, -0.20824, -4.36138)
H (-1.74298, 0.93332, -2.57627)
H (-2.88199, -3.82444, -3.90635)
H (-4.82366, -1.98146, -1.52311)
H (0.21256, -0.89659, -4.95678)

natural (NBO) atomic charge list, values in e, 8 entries: C -0.253; O -0.755; B 0.891; O -0.900; S 2.088; O -0.996; O -0.968; N -1.259

***

Molecular formula: C18H27MoN4OP
Method: DFT, ωB97M-V/def2-TZVPD

## Properties
- ΔE to the lowest compared entry with this formula, charge and spin: 38.6 kcal per mole
- 2S+1: 4
- <S²>: 3.794
- Charge: +3
- Gap between HOMO and LUMO (spin up / spin down): 0.1885 / 0.2199 Ha
- HOMO level (spin up / spin down): -0.6491 / -0.6518 Ha

Atoms and positions in Å:
C (-0.80449, 2.27387, -1.90138)
C (-0.15451, 1.32822, -2.84108)
N (0.19166, 0.10545, -2.36086)
C (0.36702, -0.94422, -3.20892)
C (0.36867, -0.71044, -4.57607)
C (0.31399, 0.60014, -5.07235)
C (-0.01593, 1.62843, -4.18198)
C (0.39288, -2.32758, -2.63443)
P (0.23244, -2.37977, -0.79716)
H (-0.25997, 2.63086, -4.53130)
H (0.36902, -1.53890, -5.27925)
H (0.34375, 0.75951, -6.15781)
C (1.15886, 2.52167, -0.61362)
C (-1.08279, 2.61513, 0.44725)
H (1.30011, -2.91901, -2.95702)
H (-1.91291, 1.99879, -1.92571)
H (-0.66707, 3.37414, -2.07997)
C (1.61858, -3.36583, -0.08206)
C (-1.28627, -3.41904, -0.68130)
H (1.56051, -3.34463, 1.02578)
H (1.58718, -4.43647, -0.36384)
H (2.60318, -2.89871, -0.33000)
H (-1.63647, -3.40664, 0.37564)
H (-2.02506, -2.94016, -1.35717)
H (-1.06070, -4.44709, -1.04076)
H (-1.10646, 3.71099, 0.29218)
H (-2.08746, 2.17548, 0.37065)
H (-0.67970, 2.38158, 1.43411)
H (1.14683, 3.60131, -0.88613)
H (1.64090, 2.34238, 0.35861)
H (1.72313, 1.95664, -1.37911)
Mo (0.01115, -0.14521, -0.18504)
H (1.62711, -0.15754, -0.05239)
O (-3.06186, 1.24406, -1.40055)
H (-0.47878, -2.83050, -3.04594)
H (-3.22037, 0.34749, -1.84893)
N (-0.24188, 1.99649, -0.58647)
N (-0.30619, -1.74637, 3.82450)
C (-0.34835, -1.76898, 2.47857)
N (0.06991, -0.60141, 1.97902)
C (0.43951, 0.21836, 3.07104)
C (0.82644, 1.55034, 3.15271)
C (0.76204, 2.19872, 4.39840)
C (0.40542, 1.46844, 5.55426)
C (0.10621, 0.09989, 5.48630)
C (0.15642, -0.49201, 4.23619)
H (-0.56975, -2.52361, 4.41080)
H (-0.72172, -2.59371, 1.87593)
H (1.18849, 2.05308, 2.25191)
H (1.02020, 3.26279, 4.48032)
H (0.35795, 2.00249, 6.50500)
H (-0.16084, -0.50889, 6.34946)

natural (NBO) atomic charge list, values in e, 8 entries: C -0.235; C 0.218; N -0.544; C 0.260; C -0.218; C -0.041; C -0.209; C -0.753

***

Molecular formula: C2H10NO4
Method: DFT, ωB97M-V/def2-TZVPD

## Properties
- ΔE to the lowest compared entry with this formula, charge and spin: 12.5 kcal per mole
- Charge: +1
- Gap between HOMO and LUMO: 0.4394 Ha
- HOMO level: -0.5693 Ha

Atoms and positions in Å:
O (1.18381, 0.46374, 1.17060)
C (0.65381, -0.54153, 1.56487)
O (0.74868, -0.99762, 2.79601)
C (-0.48238, -1.30756, 0.85737)
N (-0.70002, -0.57146, -0.39689)
H (1.38968, -0.39949, 3.24642)
H (-0.46557, -2.39688, 0.75312)
H (-1.45695, -1.08252, 1.40703)
H (-0.21344, -0.94324, -1.22051)
H (-1.63651, -0.59137, -0.81739)
H (-0.48920, 0.43648, -0.22760)
H (-1.78176, 2.19207, -0.83498)
H (-0.76943, 3.18143, -1.44246)
O (-0.84261, 2.40449, -0.87945)
H (2.24725, -0.41131, -2.08496)
H (1.29503, 0.71942, -1.73722)
O (1.31962, -0.15465, -2.15396)

natural (NBO) atomic charge list, values in e, 8 entries: O -0.567; C 0.774; O -0.635; C -0.349; N -0.707; H 0.520; H 0.277; H 0.257

***

Table of maximum force (eV/Å), in record order: 0.578, 3.522, 5.494, 2.087, 3.930, 2.359